Record 1
Density functional theory data (ωB97M-V/def2-TZVPD) for a molecular structure, C8H24CeClI2P2S at a distorted geometry.

```
39
Properties=species:S:1:pos:R:3:lowdin_spin:R:1
I 0.2549 1.8839 1.2379 -0.0001
I 0.4823 -0.7556 1.5721 -0.0004
Ce 0.0125 -0.0548 -3.3670 1.0257
P -2.2972 0.0871 -1.4719 -0.0045
C -3.0052 0.1729 0.2172 -0.0011
C -3.3372 1.4275 -2.1871 -0.0003
H -4.3734 1.0681 -2.1631 -0.0001
H -4.3392 -1.0556 -2.0221 -0.0001
H -3.0399 1.6549 -3.2307 0.0001
H -3.0006 -1.7229 -3.0210 0.0000
H -2.6745 1.0720 0.7539 0.0000
H -3.2386 2.3082 -1.5309 0.0000
C -3.2861 -1.3679 -2.0148 -0.0005
H -4.0997 0.2176 0.1022 -0.0002
H -3.1571 -2.1837 -1.2865 0.0000
H -2.7543 -0.7033 0.8299 0.0000
P 2.4710 0.0858 -1.5306 -0.0031
C 3.3783 0.1576 0.0740 -0.0006
C 3.5034 -1.3075 -2.1370 0.0000
H 3.1214 1.6323 -3.2931 0.0000
H 4.5269 1.1081 -2.2677 -0.0001
H 3.3666 2.3172 -1.6293 0.0000
C 3.4767 1.4314 -2.2727 -0.0003
H 3.2242 -1.5995 -3.1568 0.0001
H 4.5568 -0.9895 -2.1227 0.0000
H 4.4557 0.1617 -0.1304 -0.0001
H 3.1294 -0.7066 0.7007 0.0000
H 3.3938 -2.1683 -1.4654 0.0000
H 3.1170 1.0800 0.6059 0.0000
Cl 0.0306 0.9710 -5.6964 -0.0144
C 0.0283 0.8209 4.7110 0.0000
S -1.3703 -0.1062 4.0424 -0.0002
C -0.9023 -1.7536 4.5785 0.0000
H 0.2208 1.6307 4.0037 0.0000
H 0.9283 0.1987 4.8294 0.0000
H -0.2681 1.2187 5.6933 0.0000
H -1.2542 -2.4255 3.7905 0.0000
H 0.1761 -1.8717 4.7491 0.0000
H -1.4569 -1.9341 5.5054 0.0000
```

Properties
frontier orbital gap (spin up / spin down)	0.16285 / 0.16602	hartree
HOMO (spin up / spin down)	-12.6955 / -12.6965	eV
spin multiplicity	2
largest force on an atom	2.3	eV/Å
DFT total energy	-79735.8854	eV
total charge	+2

=====

Record 2
Density functional theory data (ωB97M-V/def2-TZVPD) for a single C17H19N3O2S molecule at a distorted geometry.

```
42
Properties=species:S:1:pos:R:3:mulliken_charge:R:1
O -1.3381 4.2525 3.4078 -0.9430
N -0.7696 3.9360 2.3826 1.0615
C -0.1750 5.1328 1.7850 -1.1687
C 0.6074 4.8007 0.5397 0.2921
C -0.3530 4.2174 -0.4973 -1.2871
C -0.9882 2.9691 0.0911 0.2701
C -1.6939 3.3219 1.4129 -1.3778
C 0.1790 1.9427 0.3428 -0.4900
O -0.4251 0.7099 0.7181 -0.2508
C 0.2738 -0.4265 0.3881 0.3011
N 1.5582 -0.4740 0.1996 -0.0203
N 2.0130 -1.7139 -0.1561 -0.7331
C 1.0996 -2.6321 -0.1784 0.0079
C 1.3676 -4.0501 -0.4586 1.0576
C 2.6718 -4.5115 -0.7545 -0.2830
C 2.9557 -5.8747 -0.9264 -0.5182
C 1.9200 -6.8114 -0.8786 -0.3662
C 0.6178 -6.3760 -0.5798 -0.6425
C 0.3480 -5.0151 -0.4052 -0.4436
S -0.5003 -1.9755 0.1272 -0.2967
C 1.0268 2.5062 1.4715 0.5202
C 1.7239 3.7433 0.9608 -1.3687
C 0.2096 2.8893 2.7204 -1.3126
H 0.5018 5.5339 2.5248 0.4745
H -0.9667 5.8565 1.5181 0.4261
H 1.0828 5.6917 0.1280 0.2938
H -1.1287 4.9716 -0.6953 0.4572
H 0.1511 4.0148 -1.4205 0.4921
H -1.7341 2.5709 -0.6228 0.3515
H -2.0950 2.4187 1.9005 0.4201
H -2.4959 3.9902 1.2041 0.5409
H 0.8248 1.8299 -0.5412 0.6000
H 3.5062 -3.8452 -0.7759 0.4450
H 3.9572 -6.2392 -1.1794 0.3416
H 2.2085 -7.8576 -0.9942 0.3544
H -0.1886 -7.1185 -0.5466 0.3446
H -0.6710 -4.7351 -0.1846 0.2998
H 1.7759 1.7071 1.7665 0.3560
H 2.3547 3.4407 0.1030 0.4302
H 2.3448 4.2190 1.7288 0.4614
H 0.7858 3.2054 3.5945 0.4226
H -0.3173 2.0096 3.0050 0.4800
```

Properties
SMILES string	[O-][N@+]12C[C@@H]3C[C@H](C1)[C@H](Oc1nnc(-c4ccccc4)s1)[C@@H](C3)C2
frontier orbital gap	0.30189	hartree
HOMO	-8.1684	eV
spin multiplicity	1
largest force on an atom	8.8	eV/Å
DFT total energy	-37334.7808	eV
total charge	0

=====

Record 3
Density functional theory data (ωB97M-V/def2-TZVPD) for a gas-phase ion, C4H5N2S (charge +1) at a distorted geometry.

```
12
Properties=species:S:1:pos:R:3:mulliken_charge:R:1
C 1.3203 -0.4316 0.7533 0.0957
C -0.5138 0.3234 -0.7032 0.4535
C 1.1413 -0.8346 2.1585 0.1021
C -1.2121 0.7196 -1.8906 -0.9262
N -0.8962 -0.1485 0.4175 -0.5883
N 0.0797 -0.5425 1.2101 0.4817
S 1.4769 0.1768 -0.7616 -0.1401
H 1.3060 -1.8114 2.3860 0.2632
H 1.3700 -0.0513 2.9072 0.2323
H -2.3322 0.9809 -1.6129 0.2966
H -0.7507 1.6073 -2.2737 0.3835
H -0.9892 0.0119 -2.5905 0.3459
```

Properties
frontier orbital gap	0.37806	hartree
HOMO	-15.1687	eV
spin multiplicity	1
largest force on an atom	4.4	eV/Å
DFT total energy	-18032.8096	eV
total charge	+1

=====

Record 4
Density functional theory data (ωB97M-V/def2-TZVPD) for 3 unconnected molecules or ions with the total composition C37H73ClN2O14P3 at a distorted geometry.

```
130
Properties=species:S:1:pos:R:3:mulliken_charge:R:1
C -2.0051 7.3352 -0.6917 -1.2881
C -0.6452 6.6018 -0.2738 1.1348
C 0.3100 7.4625 0.6965 -1.0495
C 1.7728 6.7392 0.6924 -0.4274
C 2.5196 7.2650 -0.6508 -0.2239
C 3.4970 6.1819 -1.3227 -1.0001
N 2.9616 5.6173 -2.6198 0.3352
C 2.3378 4.4278 -2.7828 -0.5525
C 2.0811 3.3625 -1.6326 -1.2026
C 0.5344 3.2681 -1.1900 1.2731
O 0.5000 2.9552 0.2385 -0.6044
C 1.9049 4.2958 -4.3146 2.5176
C 0.4729 5.0402 -4.4104 -0.3640
C -0.8132 4.0791 -4.3894 -0.1834
C -1.3183 3.8734 -5.9018 -0.5133
Cl -2.2047 5.4369 -6.3875 -0.1818
C 2.1801 2.9415 -5.1271 -1.4814
C 1.4968 1.6174 -4.5194 0.4452
C 0.5386 0.8626 -5.6053 -0.9197
N -0.8458 0.8108 -5.0371 -0.1221
C -1.2179 -0.5492 -4.5507 -1.2111
C -0.5035 -0.9636 -3.1863 0.6559
C -0.8402 -0.3058 -1.8050 -0.2507
C -0.1839 -0.7280 -0.4678 -0.5529
C 0.8915 -1.8612 -0.4434 -0.5453
C 1.2588 -2.4988 -1.8028 -0.5068
C 0.5976 -2.0737 -3.1564 0.1555
O 1.0660 -2.7529 -4.3138 -0.6150
C 2.8660 5.3561 -5.1127 -1.2200
C 3.0927 6.3793 -3.8944 0.5901
O 4.5375 6.6728 -4.0293 -0.6846
P 2.3595 8.1110 -4.0589 0.4337
O 0.8611 8.2135 -3.7609 -0.6295
O 3.1859 9.2399 -3.0807 -0.5076
O 2.5860 8.6353 -5.6797 -0.5116
H -2.6653 6.5394 -1.2106 0.3350
H -2.6213 7.7419 0.1774 0.3396
H -1.8423 8.1574 -1.4839 0.2512
H -0.8019 5.5784 0.2350 0.2638
H -0.0517 6.4279 -1.2477 -0.7209
H -0.1051 7.6126 1.7492 0.4166
H 0.4234 8.5235 0.2468 0.2762
H 1.6584 5.6061 0.6110 0.1867
H 2.3698 7.0430 1.6323 0.3732
H 3.1578 8.1719 -0.3285 0.3970
H 1.7005 7.6680 -1.3341 0.1616
H 3.6721 5.3598 -0.5377 0.4181
H 4.5170 6.6909 -1.4642 0.3503
H 2.3813 2.3235 -2.0448 0.4195
H 2.6993 3.5138 -0.6878 0.8099
H 0.0233 4.2554 -1.4406 -0.1940
H -0.0480 2.4339 -1.7097 -0.8802
H 1.1728 2.2486 0.4081 0.4398
H 0.4138 5.7789 -5.2963 0.6760
H 0.3924 5.7029 -3.4632 -0.5669
H -1.6500 4.6765 -3.8577 0.4292
H -0.6921 3.1169 -3.7929 -0.1928
H -0.4614 3.6426 -6.6146 0.2331
H -2.1324 3.0685 -5.8728 0.3100
H 3.3241 2.7769 -5.1809 0.2969
H 1.8384 3.0781 -6.2135 0.4954
H 2.3575 0.8657 -4.3333 0.5016
H 0.9688 1.7596 -3.5216 -0.6402
H 0.5164 1.3961 -6.6186 0.4657
H 0.9139 -0.2098 -5.8270 0.2137
H -1.4733 0.9841 -5.8475 0.2759
H -2.3579 -0.5223 -4.3535 0.4012
H -1.0628 -1.3056 -5.3942 0.3812
H -1.6291 0.5328 -1.7429 0.3127
H -0.4687 -0.2228 0.5207 0.4545
H 1.3504 -2.1649 0.5542 0.4054
H 2.0626 -3.3196 -1.8092 0.4454
H 0.4093 -2.6963 -5.0404 0.3462
H 3.8588 4.8704 -5.4521 0.3135
H 2.4124 5.7524 -6.0928 0.3392
H 4.9629 5.8076 -3.8433 0.5507
H 2.4933 9.8508 -2.7330 0.3840
H 2.8719 9.5811 -5.5941 0.3523
O 2.4402 -6.6390 0.3002 -0.7589
P 1.6140 -7.2277 1.4489 1.1486
O 1.7284 -8.8116 0.9831 -0.3735
C 2.9539 -9.4913 1.2103 -0.2947
C 3.1897 -9.7561 2.6864 -0.9398
O 0.1242 -6.8912 0.7961 -0.3952
C -0.0046 -5.8936 -0.2133 -0.2521
C 0.1602 -6.4909 -1.6009 -1.0519
O 0.7381 -7.7797 2.8198 -0.2944
C 1.0418 -7.1128 4.0456 -0.0014
C 0.8741 -5.6077 3.9521 -1.1831
H 3.7856 -8.9239 0.7808 0.2558
H 2.8943 -10.4444 0.6790 0.3397
H 3.4238 -8.8252 3.2114 0.1821
H 4.0295 -10.4393 2.8300 0.4272
H 2.3011 -10.1837 3.1566 0.2348
H 0.6954 -5.0754 -0.0352 0.2235
H -1.0095 -5.4674 -0.1246 0.4320
H 1.0090 -7.1760 -1.6649 0.2852
H 0.2917 -5.7012 -2.3456 0.2271
H -0.7247 -7.0733 -1.8668 0.3336
H 2.0634 -7.3617 4.3475 0.2135
H 0.3665 -7.5091 4.8076 0.1140
H 1.5744 -5.1711 3.2300 0.4527
H 1.0606 -5.1405 4.9223 0.4143
H -0.1339 -5.3505 3.6190 0.2492
O -2.3725 -4.2539 6.3477 -0.7353
P -3.8472 -4.1201 6.7430 1.0832
O -3.5995 -3.9397 8.3697 -0.3938
C -3.1209 -2.6895 8.8410 -0.3033
C -4.1747 -1.6020 8.7326 -0.9386
O -4.1911 -5.7444 6.7301 -0.3639
C -3.3550 -6.6477 6.0109 -0.3039
C -2.2327 -7.1755 6.8890 -0.9769
O -5.5228 -3.9067 7.0584 -0.2493
C -6.2276 -3.1177 6.0996 -0.1922
C -6.0753 -3.6417 4.6836 -1.1324
H -2.2129 -2.4044 8.3000 0.2392
H -2.8513 -2.8256 9.8913 0.3473
H -4.3367 -1.3266 7.6862 0.1637
H -3.8629 -0.7031 9.2688 0.4253
H -5.1323 -1.9402 9.1352 0.2474
H -2.9756 -6.1780 5.1018 0.2577
H -3.9817 -7.4858 5.6891 0.3733
H -1.7494 -6.3887 7.4734 0.2732
H -1.4735 -7.6751 6.2818 0.2294
H -2.6263 -7.8945 7.6106 0.3423
H -5.8800 -2.0821 6.1594 0.2273
H -7.2830 -3.1286 6.3826 0.3522
H -5.0319 -3.5975 4.3503 0.3466
H -6.6729 -3.0462 3.9887 0.4011
H -6.3891 -4.6860 4.6215 0.2735
```

Properties
frontier orbital gap	0.23830	hartree
HOMO	-10.5426	eV
spin multiplicity	1
largest force on an atom	9.4	eV/Å
DFT total energy	-111572.6509	eV
total charge	+1

=====

Record 5
Density functional theory data (ωB97M-V/def2-TZVPD) for 2 unconnected molecules or ions with the total composition C3H11NOS at a distorted geometry.

```
17
Properties=species:S:1:pos:R:3:mulliken_charge:R:1
C 1.0512 0.9774 -2.0870 -0.9819
N 0.3766 1.1215 -0.8573 -0.2044
C 0.1759 0.1861 0.2384 -0.5133
C -1.3328 -0.0523 0.1637 -0.6229
S -1.8474 -0.7240 -1.4584 -0.2201
H 0.9544 -0.0143 -2.5386 0.3482
H 1.9744 1.5720 -2.2851 0.3362
H 0.6597 1.6993 -2.8043 0.3018
H 0.1815 2.0185 -0.5559 0.1754
H 0.8825 -0.7436 0.2755 0.2651
H 0.4796 0.7458 1.1740 0.2659
H -1.5336 -0.6164 1.0066 0.4494
H -1.9297 0.8700 0.4443 0.2730
H -1.8898 0.4789 -2.0408 0.1264
O 2.7039 -0.8322 4.5925 -0.6538
H 2.6623 -0.7856 5.5774 0.3236
H 3.4837 -1.4997 4.4520 0.3314
```

Properties
SMILES string	CNCCS.O
frontier orbital gap	0.31709	hartree
HOMO	-7.8279	eV
spin multiplicity	1
largest force on an atom	3.1	eV/Å
DFT total energy	-17659.9802	eV
total charge	0